47
Properties=species:S:1:pos:R:3:mulliken_charge:R:1 method="wB97M-V/def2-TZVPD" smiles=BrCCBr.BrCCBr.BrCCBr.BrCCBr.ClCCl.ClCCl.ClCCl charge=0 e_homo_ev=-10.303
H 32.223 -17.812 -26.493 0.35
H 41.111 -15.299 -15.928 0.35
C 41.053 -15.570 -23.733 -0.59
C 39.897 -14.411 -17.410 -0.50
H 42.871 -15.296 -24.734 0.35
H 29.804 -18.482 -27.431 0.36
H 39.813 -14.343 -15.208 0.40
Cl 32.133 -13.799 -20.162 -0.15
H 41.206 -15.925 -22.714 0.38
C 31.835 -17.344 -27.398 -0.49
H 33.995 -13.756 -21.752 0.30
H 39.374 -13.479 -17.626 0.35
C 30.661 -18.159 -28.023 -0.61
C 37.930 -8.221 -21.847 -0.60
H 32.699 -17.114 -28.021 0.37
Cl 27.070 -15.216 -21.404 -0.14
H 36.820 -6.422 -22.026 0.37
C 37.849 -6.724 -21.833 -0.53
Cl 29.286 -22.090 -19.300 -0.16
Cl 25.154 -13.084 -22.102 -0.15
C 33.599 -14.395 -20.962 -0.19
Br 39.329 -14.535 -23.699 -0.13
Br 30.969 -15.669 -26.925 -0.16
H 27.407 -13.054 -21.190 0.24
Br 31.330 -19.891 -28.577 -0.17
H 34.326 -14.363 -20.150 0.19
H 29.525 -19.925 -18.373 0.27
Br 41.980 -13.031 -15.740 -0.17
H 38.495 -6.200 -22.537 0.34
H 40.618 -14.698 -18.175 0.37
C 42.060 -14.666 -24.369 -0.59
Cl 31.532 -20.915 -17.630 -0.13
H 37.608 -8.611 -20.881 0.36
H 40.808 -16.367 -24.434 0.33
H 27.318 -13.383 -22.963 0.27
Br 36.685 -8.986 -23.182 -0.18
C 40.521 -14.389 -16.035 -0.65
C 30.238 -20.669 -18.730 -0.23
H 38.969 -8.542 -21.928 0.39
Cl 33.442 -16.102 -21.403 -0.15
H 41.700 -14.133 -25.249 0.40
Br 38.407 -6.114 -20.043 -0.16
Br 38.426 -15.873 -17.354 -0.17
H 30.291 -17.800 -28.983 0.35
Br 42.687 -13.259 -23.060 -0.14
C 26.873 -13.573 -21.986 -0.21
H 30.677 -20.174 -19.596 0.24


47
Properties=species:S:1:pos:R:3:mulliken_charge:R:1 method="wB97M-V/def2-TZVPD" charge=-1 e_homo_ev=-2.694
C 7.062 -3.728 0.925 -0.35
H -1.825 1.994 -2.698 0.28
H 2.903 0.949 1.705 0.25
Cl 5.670 -2.953 1.676 -0.07
H 6.789 -4.006 -0.085 0.27
Cl -3.893 -0.084 0.211 -0.21
C 3.386 -0.499 -0.813 -0.24
Cl -6.331 -5.078 -1.462 -0.15
H 4.026 -1.135 -1.469 0.28
H 2.569 -1.155 -0.472 0.21
Cl -0.786 3.394 -1.155 -0.17
H -6.871 -3.171 -2.708 0.28
Cl -3.639 3.261 -1.876 -0.16
C 3.541 0.069 1.721 -0.37
C -2.105 2.379 -1.725 0.33
H -4.539 6.780 -0.052 0.28
C 0.495 -0.252 1.681 0.40
Cl -8.950 -4.247 -2.509 -0.18
Br 1.326 0.168 -2.479 -0.36
H 0.917 -1.688 2.913 0.33
H -2.107 -1.619 0.345 0.13
H 7.338 -4.594 1.513 0.31
N 1.372 -0.816 2.658 -0.40
H 1.178 1.508 0.666 0.26
H 5.174 -0.605 0.456 0.17
H -3.949 6.598 -1.729 0.25
H -0.487 1.577 1.266 0.25
H 2.644 -1.893 1.337 0.48
Cl -5.276 8.519 -1.447 -0.17
C 0.523 1.246 1.508 -0.96
O -0.308 -0.960 1.102 -0.60
Cl -6.086 5.692 -1.434 -0.16
H 4.290 0.267 2.498 0.22
C -4.795 6.849 -1.102 -0.21
Cl 8.473 -2.659 0.839 -0.17
C 2.726 -1.165 2.149 -0.60
H 4.566 0.994 0.095 0.48
H -7.516 -3.103 -1.043 0.28
H 3.229 -1.663 2.984 0.30
N 2.886 0.702 -1.455 -0.71
H -2.433 -1.114 -1.328 0.28
C -2.877 -1.416 -0.387 0.06
H -2.253 1.567 -1.025 -0.34
C -7.365 -3.723 -1.917 -0.24
Cl -3.837 -2.882 -0.660 -0.16
H 0.894 1.714 2.417 0.41
C 4.251 -0.022 0.366 -0.82


36
Properties=species:S:1:pos:R:3:mulliken_charge:R:1 method="wB97M-V/def2-TZVPD" charge=+1 e_homo_ev=-12.440
H 7.185 -0.829 0.744 0.33
H -6.015 0.031 -2.386 0.33
H -0.593 1.281 0.457 0.31
H -1.862 0.553 2.032 0.30
N -1.158 -1.302 1.562 -0.03
H 5.763 0.893 -0.341 0.30
C 4.061 0.703 0.983 -0.46
H 5.654 -1.539 0.240 0.34
C -5.170 0.692 -2.672 -0.69
Br -5.616 2.500 -1.993 -0.17
H -2.992 1.836 -0.955 0.48
C -3.852 0.087 -2.059 -0.51
C 3.250 -0.091 0.058 0.39
H -5.157 0.697 -3.779 0.40
C -2.288 -0.295 1.451 -0.82
C 5.559 0.588 0.688 -0.48
C -0.076 -0.801 0.619 -0.62
C -2.236 -0.049 -0.112 0.12
H 3.760 1.751 0.903 0.34
C -0.735 0.398 -0.205 -0.68
N 2.614 -0.716 -0.667 -0.49
C 6.109 -0.815 0.918 -1.13
H 3.857 0.393 2.011 0.32
H -3.274 -0.620 1.838 0.43
H 6.093 1.285 1.338 0.31
H -2.245 -1.070 -0.566 0.20
H -0.272 0.595 -1.185 0.36
H -3.073 0.117 -2.854 0.27
H -0.008 -1.624 -0.123 0.29
H -4.212 0.833 -0.033 0.43
H -1.602 -2.128 1.153 0.38
H -0.865 -1.552 2.508 0.36
H 5.929 -1.144 1.944 0.30
H -4.041 -0.986 -1.842 0.31
H 0.873 -0.492 1.080 0.25
C -3.366 0.819 -0.755 -0.79


47
Properties=species:S:1:pos:R:3:mulliken_charge:R:1 method="wB97M-V/def2-TZVPD" charge=-1 e_homo_ev=-4.942
O -1.347 4.359 -3.771 -0.66
H 0.029 0.724 2.891 0.30
H 0.876 3.402 -2.748 0.28
H -1.730 -3.267 -0.587 0.21
O -0.509 -0.421 4.240 -0.71
C -0.613 2.478 2.200 -0.85
O 0.220 1.422 2.161 -0.40
O 1.094 1.189 -1.234 -0.57
O -1.062 -0.285 -0.950 -0.90
C -2.613 2.599 -2.656 0.25
C -0.009 1.747 -1.746 0.23
C -2.625 -1.702 1.754 -0.84
H 0.627 -0.925 -2.046 0.31
Ca 0.632 -0.545 0.567 2.16
H 4.853 1.082 0.342 0.30
H -2.261 -2.658 1.423 0.21
H 3.333 -1.151 -2.021 0.16
C -1.240 0.878 -1.571 0.77
O 2.856 0.443 0.261 -0.29
H -1.169 2.680 3.163 0.28
O 1.282 -1.644 -1.848 -0.44
H 2.706 1.145 -0.411 0.19
N 0.186 -1.394 3.914 0.96
C -0.658 -3.605 -0.489 -0.68
C 2.462 -1.404 -2.649 -0.65
H 2.166 -0.560 -3.275 0.26
H -0.067 3.425 2.034 0.28
O -3.677 3.045 -2.974 -0.62
C -0.075 2.871 -2.462 -0.62
C -1.326 3.363 -3.043 0.40
H -1.870 -0.453 0.423 0.38
H -3.701 -1.788 1.433 0.26
H 3.808 1.959 1.254 0.27
O 0.721 -1.433 2.771 -0.65
H 4.116 0.294 1.823 0.30
O -1.902 -0.612 1.356 -0.26
O 0.165 -2.946 0.470 -0.36
H -0.288 -3.254 -1.458 0.14
H -2.563 -1.657 2.837 0.32
H 2.550 -2.285 -3.238 0.30
H -3.384 0.681 -1.994 0.26
C 3.950 0.898 0.918 -0.84
H 0.112 -3.434 1.272 0.21
O 0.424 -2.317 4.703 -0.67
H -1.420 2.430 1.514 0.29
H -0.624 -4.700 -0.531 0.40
C -2.435 1.322 -2.021 -0.71


48
Properties=species:S:1:pos:R:3:mulliken_spin:R:1 method="wB97M-V/def2-TZVPD" multiplicity=5 charge=+2 e_homo_ev="-15.529 / -15.387"
C 1.714 5.364 0.441 0.00
H 3.670 1.546 3.757 0.00
C -2.306 0.008 -3.400 -0.03
O 2.651 0.196 0.971 -0.01
O 0.935 4.289 1.082 0.00
H -1.254 1.413 -0.015 0.00
H -1.462 -0.388 -2.836 0.05
H 0.611 -1.737 -3.457 0.02
H -4.691 -1.131 2.713 0.00
H 4.414 1.477 2.163 0.00
H 2.306 5.095 -0.433 0.00
H -1.491 1.165 1.714 0.00
H -1.478 -3.797 -0.354 0.00
O 2.219 -1.742 2.197 0.00
F 0.876 -0.347 -1.462 0.00
Cl -2.183 -0.291 -5.195 0.34
C 0.702 3.141 0.537 -0.01
C 1.435 -2.365 1.165 0.00
O -4.176 -0.954 0.734 0.00
H 1.224 -3.390 1.469 0.00
O -2.834 -2.127 -0.462 0.01
H -0.035 0.483 1.142 0.00
Cl -0.542 -3.603 -4.456 0.17
H 1.025 6.166 0.176 0.00
H -5.666 -0.021 1.817 0.00
H 5.372 0.987 3.426 0.00
O 3.835 -0.389 2.885 0.00
C -0.737 1.292 0.937 0.01
H 1.957 -2.267 0.213 0.00
H 1.281 -3.199 -2.912 0.02
C -4.636 -0.350 1.955 0.00
H 0.479 -1.855 1.044 0.00
O -2.373 -2.048 1.736 0.02
O -0.118 2.509 1.258 0.00
H -0.938 -2.114 -0.471 0.00
C 0.912 -2.720 -3.819 -0.01
C 4.327 0.957 3.117 0.00
C -3.071 -1.759 0.737 0.00
H -2.169 1.078 -3.241 0.10
H -1.358 -2.760 -1.878 0.00
H -3.985 0.465 2.273 0.00
H 2.411 5.867 1.112 0.00
Cl 2.309 -2.289 -4.844 0.04
Cl -3.855 -0.321 -2.804 0.27
C -1.667 -2.838 -0.836 0.01
V 2.412 1.092 -1.242 3.00
C 2.870 -0.507 1.942 0.00
O 1.074 2.719 -0.595 0.01


38
Properties=species:S:1:pos:R:3:mulliken_charge:R:1 method="wB97M-V/def2-TZVPD" charge=+1 e_homo_ev=-10.827
H -3.812 -2.015 -0.830 0.45
H -2.772 1.191 1.118 0.53
C 1.441 -1.069 -0.448 -0.34
S -1.829 -0.865 0.168 0.59
H 2.370 0.851 -0.979 0.34
C 0.303 0.791 -1.969 -0.65
O -3.553 -1.049 2.654 -0.48
S -2.552 -1.830 1.902 1.03
C 2.074 -1.201 0.803 0.36
H -3.275 -0.588 -1.830 0.36
H 1.802 2.803 -0.343 0.28
H 0.772 -1.923 -0.764 0.42
H -0.967 2.572 -1.809 0.29
H -2.297 -2.105 -1.941 0.37
H -0.008 1.324 0.921 -0.26
H 0.570 4.113 -0.566 0.43
H 2.189 -3.398 1.178 0.29
H 3.801 -2.648 0.595 0.29
C -0.777 1.795 0.247 -0.27
H -0.540 0.033 -2.088 0.13
O -1.433 -2.314 2.752 -0.46
H -2.686 1.268 -0.712 0.35
H 2.183 0.941 1.472 0.16
C -2.119 0.964 0.223 -0.78
C 2.882 -2.508 1.220 -1.24
H -1.038 2.804 0.698 0.47
C -0.158 2.086 -1.175 0.39
H 3.235 -2.424 2.294 0.36
H 0.943 -0.099 2.305 0.14
H 1.451 3.404 -2.048 0.35
H 0.516 1.144 -3.029 0.46
C -2.911 -1.482 -1.237 -1.02
F -3.322 -3.193 1.338 -0.22
H 2.161 -0.306 -2.354 0.32
C 0.990 3.173 -1.041 -1.47
C 2.012 -0.073 1.930 -0.93
C 1.646 0.131 -1.442 -0.47
H 2.707 -0.300 2.787 0.45